No. 1
DFT (the ωB97M-V functional and the def2-TZVPD basis) results for a structure of composition C5H5IN4.

Cartesian coordinates (Å):
C1 1.171 -0.993 0.881
C2 -0.646 -2.294 0.335
C3 -0.097 1.760 -1.245
C4 -0.813 -0.078 -0.153
C5 0.329 0.286 0.694
N1 0.655 -2.122 0.669
N2 -1.335 -1.273 -0.065
N3 0.804 1.707 -0.335
N4 -1.015 0.780 -1.194
I1 0.183 0.929 2.760
H1 2.163 -0.913 1.311
H2 -1.082 -3.288 0.371
H3 -0.131 2.521 -2.027
H4 1.582 2.329 -0.129
H5 -1.768 0.649 -1.873

Calculated values
E   -19306.012 eV
Energy above the lowest of the compared OMol25 structures with the same formula, charge and spin   0.0 kcal/mol
Highest occupied orbital energy   -18.6 eV
Total charge   +2
Multiplicity   1
Frontier orbital gap   7.25 eV


No. 2
DFT (the ωB97M-V functional and the def2-TZVPD basis) results for an isolated molecule of C5H5IO2.

Cartesian coordinates (Å):
C1 0.927 0.706 1.762
C2 0.024 1.156 0.861
C3 1.696 -0.392 1.402
C4 0.094 0.677 -1.528
C5 -1.278 -1.082 -1.793
O1 -0.347 0.667 -0.296
O2 -0.417 -0.158 -2.279
I1 3.376 -0.596 2.714
H1 1.009 1.168 2.734
H2 -0.617 1.933 1.280
H3 -1.880 -1.539 -2.574
H4 -1.892 -0.692 -1.010
H5 -0.695 -1.849 -1.275

Calculated values
E   -17454.543 eV
Energy above the lowest of the compared OMol25 structures with the same formula, charge and spin   110.3 kcal/mol
Highest occupied orbital energy   -8.4 eV
Total charge   0
Multiplicity   1
Frontier orbital gap   7.13 eV


No. 3
DFT (the ωB97M-V functional and the def2-TZVPD basis) results for an isolated molecule of C5H5IOS.

Cartesian coordinates (Å):
C1 -0.959 -1.196 -0.381
C2 1.693 -1.832 -0.249
C3 -0.446 -0.032 -0.539
C4 1.704 -0.537 -0.254
C5 -1.222 1.862 0.519
O1 -0.810 1.186 -0.655
S1 0.123 -2.622 -0.309
I1 3.245 0.787 0.113
H1 -1.990 -1.343 -0.674
H2 2.488 -2.441 0.047
H3 -1.302 2.922 0.411
H4 -0.313 1.672 1.116
H5 -2.211 1.573 0.856

Calculated values
E   -26244.594 eV
Energy above the lowest of the compared OMol25 structures with the same formula, charge and spin   83.1 kcal/mol
Highest occupied orbital energy   -8.2 eV
Total charge   0
Multiplicity   1
Frontier orbital gap   8.54 eV


No. 4
DFT (the ωB97M-V functional and the def2-TZVPD basis) results for a structure of composition C5H5InO3.

Cartesian coordinates (Å):
O1 -1.186 2.192 -0.061
C1 -1.689 1.067 0.012
O2 -1.252 0.211 0.896
In1 0.781 2.263 0.089
H1 -2.576 0.791 -0.582
O3 3.112 0.183 0.646
C2 1.957 0.532 0.001
C3 1.109 -0.371 -0.432
C4 -0.008 -1.056 -0.669
C5 -1.069 -1.153 0.410
H2 3.835 0.144 0.015
H3 -0.208 -1.541 -1.629
H4 -2.020 -1.530 0.010
H5 -0.785 -1.731 1.295

Calculated values
E   -16558.992 eV
Highest occupied orbital energy   -19.0 eV
Total charge   +2
Multiplicity   1
Frontier orbital gap   7.30 eV


No. 5
DFT (the ωB97M-V functional and the def2-TZVPD basis) results for a structure of composition C5H5LaO6.

Cartesian coordinates (Å):
C1 3.264 -0.279 0.946
C2 1.957 -1.145 0.390
O1 1.496 -1.945 1.279
O2 4.255 -0.265 0.316
H1 3.162 -0.019 2.020
H2 2.278 -1.625 -0.548
C3 -1.395 0.149 -0.095
C4 -2.121 0.229 -1.443
O3 -2.022 1.610 -1.741
C5 -1.641 2.307 -0.678
O4 -1.234 1.416 0.315
O5 -1.830 3.453 -0.466
O6 -1.726 -0.684 0.759
H3 -3.170 -0.078 -1.340
H4 -1.611 -0.379 -2.200
La1 -0.696 -2.471 2.547
H5 1.033 -0.273 -0.061

Calculated values
E   -18373.905 eV
Highest occupied orbital energy (alpha / beta)   -20.6 / -20.6 eV
Total charge   +3
Multiplicity   2
Frontier orbital gap (alpha / beta)   6.01 / 5.61 eV


No. 6
DFT (the ωB97M-V functional and the def2-TZVPD basis) results for an isolated molecule of C5H5N.

Cartesian coordinates (Å):
C1 -0.183 -1.634 -2.432
C2 -0.015 -1.365 -1.294
C3 0.218 -0.790 0.079
C4 -0.394 0.545 0.227
C5 0.112 1.394 1.291
N1 0.402 1.990 2.238
H1 -0.369 -2.044 -3.433
H2 1.244 -0.892 0.367
H3 -0.376 -1.459 0.659
H4 -0.289 1.167 -0.697
H5 -1.449 0.394 0.212

Calculated values
E   -6753.445 eV
Energy above the lowest of the compared OMol25 structures with the same formula, charge and spin   56.8 kcal/mol
Highest occupied orbital energy   -10.7 eV
Structure (SMILES)   C#CCCC#N
Total charge   0
Multiplicity   1
Frontier orbital gap   11.42 eV


No. 7
DFT (the ωB97M-V functional and the def2-TZVPD basis) results for an isolated molecule of C5H5N.

Cartesian coordinates (Å):
C1 -0.223 2.163 -0.804
C2 -0.228 0.796 -0.507
C3 -0.041 -0.085 0.796
C4 0.105 -1.487 1.055
C5 0.303 -2.430 0.017
N1 0.336 -3.012 -0.973
H1 -0.302 2.271 -1.851
H2 0.129 3.000 -0.153
H3 -0.498 0.153 -1.354
H4 0.216 0.370 1.692
H5 0.204 -1.739 2.082

Calculated values
E   -6753.196 eV
Energy above the lowest of the compared OMol25 structures with the same formula, charge and spin   62.5 kcal/mol
Highest occupied orbital energy   -9.4 eV
Structure (SMILES)   C=C/C=C\C#N
Total charge   0
Multiplicity   1
Frontier orbital gap   8.82 eV


No. 8
DFT (the ωB97M-V functional and the def2-TZVPD basis) results for a cluster of 2 separate species, C5H5N in total.

Cartesian coordinates (Å):
C1 -0.739 1.030 -1.380
C2 0.536 1.127 -1.704
C3 -0.035 -1.828 0.690
C4 -0.369 0.224 1.156
C5 -0.885 -1.172 1.515
N1 0.656 -0.670 0.869
H1 1.396 1.466 -1.148
H2 0.611 1.027 -2.744
H3 0.039 -2.789 0.330
H4 -1.052 0.690 0.414
H5 -0.158 0.896 2.001

Calculated values
E   -6746.311 eV
Energy above the lowest of the compared OMol25 structures with the same formula, charge and spin   221.3 kcal/mol
Highest occupied orbital energy (alpha / beta)   -8.2 / -8.2 eV
Total charge   0
Multiplicity   1
Frontier orbital gap (alpha / beta)   7.75 / 7.75 eV


No. 9
DFT (the ωB97M-V functional and the def2-TZVPD basis) results for an isolated molecule of C5H5N.

Cartesian coordinates (Å):
C1 1.453 0.598 1.598
C2 0.973 0.395 0.364
C3 0.277 0.501 -0.801
C4 -0.886 -0.304 -1.233
C5 0.884 1.279 -1.889
N1 1.325 1.648 -2.890
H1 2.329 0.032 1.893
H2 0.950 1.260 2.216
H3 -1.404 0.133 -2.209
H4 -1.641 -0.149 -0.320
H5 -0.842 -1.359 -1.284

Calculated values
E   -6753.156 eV
Energy above the lowest of the compared OMol25 structures with the same formula, charge and spin   63.5 kcal/mol
Highest occupied orbital energy   -9.8 eV
Structure (SMILES)   C=C=C(C)C#N
Total charge   0
Multiplicity   1
Frontier orbital gap   10.27 eV


No. 10
DFT (the ωB97M-V functional and the def2-TZVPD basis) results for an isolated molecule of C5H5N.

Cartesian coordinates (Å):
C1 2.505 0.106 -1.630
C2 1.476 -0.471 -1.348
N1 0.361 -1.134 -1.076
C3 0.398 -1.704 0.337
C4 -0.358 -0.669 0.064
C5 -1.162 0.488 0.385
H1 3.129 0.946 -1.767
H2 0.955 -2.449 0.758
H3 -0.594 1.242 -0.022
H4 -1.130 0.699 1.386
H5 -2.112 0.302 -0.176

Calculated values
E   -6749.785 eV
Energy above the lowest of the compared OMol25 structures with the same formula, charge and spin   141.2 kcal/mol
Highest occupied orbital energy   -8.4 eV
Structure (SMILES)   C#CN1C=C1C
Total charge   0
Multiplicity   1
Frontier orbital gap   9.34 eV


No. 11
DFT (the ωB97M-V functional and the def2-TZVPD basis) results for an isolated molecule of C5H5N.

Cartesian coordinates (Å):
C1 -2.483 -0.287 -0.536
C2 -1.117 -0.227 -0.014
C3 0.013 -0.219 0.413
C4 1.339 -0.150 0.944
C5 2.374 0.244 0.225
N1 3.360 0.461 -0.470
H1 -2.864 0.701 -0.816
H2 -3.159 -0.703 0.216
H3 -2.539 -0.928 -1.422
H4 1.498 -0.348 2.001
H5 3.578 1.456 -0.540

Calculated values
E   -6753.140 eV
Energy above the lowest of the compared OMol25 structures with the same formula, charge and spin   63.8 kcal/mol
Highest occupied orbital energy   -8.4 eV
Structure (SMILES)   CC#CC=C=N
Total charge   0
Multiplicity   1
Frontier orbital gap   9.27 eV


No. 12
DFT (the ωB97M-V functional and the def2-TZVPD basis) results for a structure of composition C5H5N.

Cartesian coordinates (Å):
C1 -1.797 0.345 -0.079
N1 1.313 -1.374 1.429
C2 0.283 -1.006 0.714
C3 1.057 0.016 -0.358
C4 -0.725 -0.644 0.007
C5 1.691 0.796 -1.027
H1 2.270 -1.610 1.187
H2 -1.361 1.357 -0.078
H3 -2.506 0.270 0.747
H4 -2.359 0.238 -1.008
H5 2.134 1.612 -1.533

Calculated values
E   -6748.433 eV
Energy above the lowest of the compared OMol25 structures with the same formula, charge and spin   172.4 kcal/mol
Highest occupied orbital energy   -8.4 eV
Total charge   0
Multiplicity   1
Frontier orbital gap   8.42 eV